Entry 1:
A structure of composition C2I3O2, computed with wB97M-V/def2-TZVPD.

Cartesian coordinates (Å):
C1 -2.47 -0.03 -0.14
C2 1.37 0.04 -0.22
O1 -2.89 0.04 0.92
O2 -2.03 0.03 -1.21
I1 1.26 1.72 1.18
I2 1.51 -1.92 0.94
I3 3.25 0.12 -1.46

As for the net charge: -1. As for the HOMO-LUMO gap (alpha / beta): 6.5 / 6.5 eV. The calculation puts the LUMO energy (alpha / beta) at 2.9168 / 2.9159 eV.

List of Mulliken charges in e, atom by atom: 0.69 -0.46 -0.36 -0.34 -0.15 -0.21 -0.18

***

Entry 2:
A cluster of 2 separate species, C4H12 in total, computed with wB97M-V/def2-TZVPD.

Cartesian coordinates (Å):
C1 1.13 -1.09 0.99
C2 2.18 -0.04 0.55
H1 1.28 -1.65 1.92
H2 0.13 -0.74 1.23
H3 0.97 -1.80 0.17
H4 2.86 -0.03 1.40
H5 2.66 -0.26 -0.40
H6 1.83 1.00 0.61
C3 -1.35 1.16 -1.16
C4 -1.96 -0.04 -0.41
H7 -0.69 1.59 -0.38
H8 -0.68 0.89 -1.98
H9 -2.04 1.92 -1.51
H10 -2.52 0.23 0.48
H11 -2.57 -0.53 -1.17
H12 -1.13 -0.70 -0.16

As for the net charge: -1. The spin multiplicity is 2. As for the HOMO-LUMO gap (alpha / beta): 2.8 / 12.0 eV. As for the expectation value of S²: 0.750. The calculation puts the LUMO energy (alpha / beta) at 4.4035 / 4.7100 eV.

Mulliken population analysis, charges in e, atoms 1 to 8: -1.37 -2.16 0.98 -0.16 0.36 0.35 0.69 0.79

***

Entry 3:
The ion C7H15ClN with charge +1, computed with wB97M-V/def2-TZVPD.

Cartesian coordinates (Å):
C1 0.57 1.42 -0.35
C2 -0.38 0.28 -0.69
C3 0.30 2.71 -1.03
C4 1.82 1.16 0.36
C5 -0.48 -0.70 1.67
C6 0.58 -1.93 -0.28
C7 -0.51 -1.01 0.19
N1 -1.88 -1.70 -0.21
Cl1 -1.76 0.78 -1.71
H1 0.97 3.52 -0.88
H2 0.02 2.66 -2.04
H3 -0.48 3.21 -0.48
H4 2.12 2.20 0.70
H5 1.69 0.66 1.37
H6 2.65 0.66 -0.12
H7 0.47 -0.56 1.97
H8 -0.85 -1.62 2.14
H9 -1.12 0.20 1.73
H10 0.48 -2.17 -1.34
H11 1.53 -1.42 -0.16
H12 0.75 -2.84 0.16
H13 -1.79 -2.63 -0.54
H14 -2.22 -1.21 -1.16
H15 -2.50 -1.68 0.70

As for the net charge: +1. The spin multiplicity is 3. As for the HOMO-LUMO gap (alpha / beta): 6.6 / 9.8 eV. As for the expectation value of S²: 2.007. The calculation puts the LUMO energy (alpha / beta) at -3.2797 / -5.2020 eV.

Mulliken population analysis, charges in e, atoms 1 to 8: 0.87 -0.11 -1.74 -1.22 -1.85 -1.67 1.30 -0.25

***

Entry 4:
A cluster of 3 separate species, C2HN2O5 in total, computed with wB97M-V/def2-TZVPD.

Cartesian coordinates (Å):
C1 -1.47 -2.04 2.05
C2 -0.06 0.90 -0.48
N1 -0.26 -0.01 0.26
N2 1.77 1.52 -1.82
O1 -0.82 -2.27 2.95
O2 2.91 1.87 -1.52
O3 -2.49 -2.02 1.43
O4 0.08 -1.00 0.92
O5 1.23 1.57 -2.95
H1 -0.89 1.48 -0.83

As for the net charge: -1. As for the HOMO-LUMO gap (alpha / beta): 6.8 / 6.8 eV. The calculation puts the LUMO energy (alpha / beta) at 3.2836 / 3.2836 eV.

Mulliken population analysis, charges in e, atoms 1 to 8: 0.75 -0.13 0.35 0.18 -0.37 -0.50 -0.47 -0.64

***

- net charge of number 4 (C2HN2O5)?
  -1

***

- Which value of net charge does entry 2 give?
  -1